Entry 1:
C33H31F3N2O2S | ωB97M-V/def2-TZVPD

Structure (ORCA input):
```
! wB97M-V def2-TZVPD RIJCOSX def2/J DEFGRID3
* xyz 0 1
F 5.33 0.88 1.64
C 4.98 -0.23 2.36
F 5.47 -1.32 1.69
F 5.68 -0.17 3.54
C 3.50 -0.30 2.59
C 2.89 -1.55 2.73
C 1.54 -1.61 3.04
C 0.75 -0.42 3.16
C -0.62 -0.54 3.48
S -1.73 0.75 3.23
C -3.28 -0.08 2.85
C -3.80 -0.10 1.55
C -5.10 -0.58 1.35
C -5.88 -0.98 2.43
C -5.34 -1.00 3.72
C -4.01 -0.61 3.91
O -1.98 1.45 4.47
O -1.43 1.53 2.05
C 1.41 0.83 2.95
C 2.77 0.88 2.69
H 3.47 -2.46 2.61
H 1.06 -2.58 3.17
H -1.08 -1.50 3.68
H -3.20 0.27 0.72
H -5.50 -0.61 0.33
H -6.92 -1.27 2.28
H -5.93 -1.30 4.59
H -3.55 -0.70 4.89
H 0.85 1.76 2.99
H 3.26 1.84 2.55
C -7.03 -0.96 9.81
N -6.22 -0.29 8.84
C -6.71 0.84 8.08
C -5.51 1.23 7.17
C -4.42 0.29 7.58
C -4.92 -0.58 8.58
C -4.13 -1.61 9.12
C -2.88 -1.82 8.58
C -2.40 -1.05 7.46
C -1.25 -1.38 6.70
C -0.46 -2.54 6.85
C 0.91 -2.46 6.44
C 1.80 -3.42 6.84
C 1.35 -4.54 7.58
N 2.40 -5.30 7.96
C 2.33 -6.53 8.70
C 3.66 -4.80 7.44
C 3.28 -3.48 6.73
C -0.02 -4.74 7.85
C -0.91 -3.78 7.42
C -3.16 0.10 7.08
H -6.55 -1.90 10.11
H -7.19 -0.34 10.71
H -8.01 -1.18 9.38
H -7.59 0.56 7.49
H -7.00 1.67 8.74
H -5.78 1.12 6.11
H -5.23 2.28 7.33
H -4.53 -2.21 9.93
H -2.26 -2.61 8.99
H -0.89 -0.62 6.01
H 1.24 -1.60 5.85
H 1.39 -6.57 9.26
H 2.39 -7.40 8.04
H 3.18 -6.57 9.40
H 4.38 -4.64 8.26
H 4.10 -5.52 6.73
H 3.63 -3.48 5.69
H 3.76 -2.63 7.24
H -0.33 -5.64 8.38
H -1.98 -3.94 7.55
H -2.76 0.78 6.33
*
```

Relative energy (zero: lowest compared OMol25 entry of this formula, charge and spin), kJ/mol: 0.0
HOMO-LUMO gap, eV: 3.8
DFT total energy, eV: -60784.7073
E_HOMO, eV: -5.6
M, g/mol: 576.684


Entry 2:
C22H21Co2N2O6 | ωB97M-V/def2-TZVPD

Structure (ORCA input):
```
! wB97M-V def2-TZVPD RIJCOSX def2/J DEFGRID3
* xyz -1 1
C 0.78 -2.69 2.59
N 1.73 -1.62 2.57
C 2.07 -1.08 3.86
C 3.29 -0.20 3.79
C 3.17 0.75 2.63
N 2.92 0.02 1.41
C 3.27 0.71 0.20
C 2.01 -1.00 1.38
C 1.40 -1.38 0.19
H 1.02 -3.43 1.82
H 0.84 -3.19 3.57
H -0.26 -2.35 2.44
H 1.21 -0.51 4.26
H 2.24 -1.93 4.53
H 3.38 0.37 4.72
H 4.18 -0.81 3.68
H 2.36 1.48 2.82
H 4.10 1.31 2.49
H 3.53 -0.01 -0.58
H 2.46 1.34 -0.18
H 4.14 1.34 0.41
H 1.64 -0.88 -0.73
H 0.68 -2.19 0.20
O -1.97 3.22 -5.73
C -1.71 2.71 -4.73
Co -1.30 2.16 -3.05
C -0.86 3.75 -2.40
O -0.54 4.78 -1.97
C -2.96 1.85 -2.53
O -4.06 1.72 -2.19
C -0.18 0.73 -3.03
C -0.53 1.15 -1.77
C -0.36 1.04 -0.43
C -1.33 0.41 0.44
C -1.28 0.65 1.84
C -2.20 0.05 2.69
C -3.19 -0.80 2.17
C -3.25 -1.05 0.80
C -2.32 -0.46 -0.06
Co -1.52 -0.18 -4.15
C -1.55 0.23 -5.85
O -1.56 0.41 -6.99
C -3.10 -0.86 -3.80
O -4.11 -1.39 -3.64
C -0.62 -1.65 -4.22
O -0.03 -2.65 -4.24
H 0.86 0.58 -3.35
H 0.47 1.58 0.03
H -0.52 1.34 2.21
H -2.16 0.26 3.77
H -3.92 -1.26 2.84
H -4.02 -1.70 0.38
H -2.33 -0.68 -1.13
*
```

Relative energy (zero: lowest compared OMol25 entry of this formula, charge and spin), kJ/mol: 0.0
HOMO-LUMO gap, eV: 5.0
DFT total energy, eV: -113670.1836
E_HOMO, eV: -2.6
M, g/mol: 527.284


Entry 3:
C28H46Br2IN8O6S3 | ωB97M-V/def2-TZVPD

Structure (ORCA input):
```
! wB97M-V def2-TZVPD RIJCOSX def2/J DEFGRID3
* xyz 1 1
C -3.48 3.03 3.09
C -3.62 1.74 2.04
O -2.34 1.56 1.29
C -2.61 1.00 -0.04
C -1.41 0.02 -0.69
C -1.93 -0.31 -2.13
C -2.43 1.00 -3.21
C -1.69 0.93 -4.78
O -3.26 0.53 -4.46
C 0.09 0.78 -0.55
S 1.10 -0.23 -1.84
C 0.14 2.26 -1.24
Br 0.60 3.88 -0.11
C 0.96 2.51 -2.61
C 2.57 2.76 -2.55
Br 0.30 4.39 -3.15
N 0.67 0.70 0.85
C 2.19 0.98 0.90
O 2.54 2.06 1.89
N 3.90 2.14 1.81
O 4.14 3.29 1.40
C 0.20 -0.39 1.77
I 1.49 -0.62 3.60
C -0.21 -1.82 1.10
S 1.37 -2.58 0.51
C -0.67 -2.92 2.28
C 0.36 -4.22 2.43
C 0.11 -5.60 1.49
C 1.05 -6.95 1.61
C 2.32 -7.05 2.69
C 2.55 -5.73 3.63
C 3.78 -5.79 4.75
C 1.58 -4.37 3.50
C -1.44 -1.51 0.02
C -1.36 -2.79 -0.93
N -2.49 -3.32 -1.75
C -2.08 -3.76 -3.14
N -2.58 -1.40 1.01
C -3.70 -2.08 0.78
S -5.05 -3.09 0.39
H -2.37 3.14 3.45
H -4.24 2.86 3.99
H -3.80 4.02 2.54
H -3.86 0.74 2.63
H -4.46 2.00 1.26
H -3.70 0.53 -0.18
H -2.76 2.02 -0.65
H -3.02 -0.79 -2.02
H -1.37 -0.95 -2.90
H -2.66 2.14 -2.75
H -1.42 2.08 -4.58
H -2.16 1.20 -5.80
H 2.34 -0.60 -1.34
H -0.96 2.62 -1.56
H 0.60 1.91 -3.57
H 2.88 3.62 -3.32
H 3.02 3.07 -1.52
H 3.14 1.79 -2.92
H 0.26 1.54 1.37
H 2.84 0.02 1.01
H 2.57 1.48 -0.11
H -0.78 -0.08 2.38
H 1.19 -3.71 -0.30
H -1.65 -3.53 1.97
H -0.94 -2.42 3.30
H -0.77 -5.67 0.69
H 0.88 -7.92 0.94
H 3.02 -7.98 2.78
H 4.58 -4.95 4.48
H 4.32 -6.83 4.67
H 3.41 -5.53 5.85
H 1.83 -3.52 4.26
H -1.04 -3.76 -0.31
H -0.46 -2.64 -1.70
H -2.89 -4.20 -1.30
H -3.08 -3.73 -3.80
H -1.76 -4.91 -3.15
H -1.32 -3.06 -3.68
C 3.44 2.78 5.80
O 2.78 1.85 6.24
N 3.63 2.98 4.49
N 4.02 3.69 6.60
H 4.16 3.74 4.11
H 3.20 2.32 3.85
H 3.90 3.58 7.59
H 4.56 4.47 6.25
C -0.63 5.25 -6.92
O -0.12 4.20 -6.54
N -0.86 6.29 -6.10
N -1.00 5.45 -8.20
H -1.27 7.16 -6.40
H -0.59 6.18 -5.13
H -0.84 4.69 -8.85
H -1.42 6.30 -8.54
*
```

HOMO-LUMO gap, eV: 6.2
DFT total energy, eV: -234643.5197
E_HOMO, eV: -10.2
M, g/mol: 973.639


Entry 4:
C4H8N2O | ωB97M-V/def2-TZVPD

Structure (ORCA input):
```
! wB97M-V def2-TZVPD RIJCOSX def2/J DEFGRID3
* xyz 0 1
H -0.13 -2.70 -0.44
N 0.53 -1.91 -0.45
C -0.06 -0.92 0.14
N -1.41 -1.02 0.53
O -2.31 -1.15 -0.55
C 0.51 0.44 0.24
C -0.35 1.40 0.69
C 1.81 0.74 -0.44
H -1.80 -0.62 1.38
H -1.99 -0.50 -1.20
H -0.09 2.45 0.56
H -1.16 1.29 1.40
H 1.64 1.12 -1.45
H 2.37 1.51 0.11
H 2.46 -0.14 -0.51
*
```

Relative energy (zero: lowest compared OMol25 entry of this formula, charge and spin), kJ/mol: 412.9
HOMO-LUMO gap, eV: 9.2
SMILES: [H]/N=C(\NO)C(=C)C
DFT total energy, eV: -9302.1143
E_HOMO, eV: -8.9
M, g/mol: 100.121


Entry 5:
C4H6O2 | ωB97M-V/def2-TZVPD

Structure (ORCA input):
```
! wB97M-V def2-TZVPD RIJCOSX def2/J DEFGRID3
* xyz 0 1
C 1.45 -1.61 0.58
C 0.65 -0.70 0.76
C -0.19 0.43 0.76
O -1.52 0.05 0.98
C -0.10 1.07 -0.66
O -0.85 0.23 -1.59
H 2.12 -2.47 0.73
H 0.15 1.15 1.56
H -1.77 -0.49 0.23
H -0.53 2.09 -0.81
H 1.01 0.97 -0.95
H -0.43 -0.72 -1.58
*
```

Relative energy (zero: lowest compared OMol25 entry of this formula, charge and spin), kJ/mol: 309.5
HOMO-LUMO gap, eV: 11.1
SMILES: C#C[C@H](O)CO
DFT total energy, eV: -8337.2529
E_HOMO, eV: -10.3
M, g/mol: 86.090